# 1
Formula: C28H49NO2P2Pm
Source: the Open Molecules 2025 dataset
Level of theory: ωB97M-V with the def2-TZVPD basis set

Spin multiplicity: 5
Expectation value of S²: 6.069
Electronic energy (eV): -70536.6195
Charge: +1
Kohn-Sham gap (alpha / beta) (eV): 3.7 / 3.9

Element x y z (Å)
Pm -1.099 0.425 -1.829
C -2.626 1.654 -0.147
C -3.556 0.964 -1.015
C -2.665 -0.591 0.480
C -2.081 0.685 0.769
C -3.557 -0.418 -0.608
C -2.208 3.078 -0.266
H -2.295 3.443 -1.307
H -1.162 3.229 0.048
H -2.854 3.704 0.373
C -1.044 0.943 1.820
H -0.314 1.754 1.556
H -0.434 0.041 2.039
H -1.541 1.233 2.780
C -2.407 -1.892 1.165
H -3.345 -2.451 1.354
H -1.885 -1.739 2.115
H -1.767 -2.536 0.532
C -4.420 -1.478 -1.197
H -5.360 -1.070 -1.615
H -4.663 -2.253 -0.439
H -3.885 -2.007 -2.014
C -4.498 1.567 -2.013
H -5.255 2.205 -1.515
H -5.040 0.794 -2.583
H -3.995 2.194 -2.769
C 1.115 0.990 -2.426
C 0.226 1.911 -2.999
C -0.284 1.799 -4.434
C -1.487 0.832 -4.729
C -1.619 -0.451 -3.914
C -0.575 -1.220 -3.451
C 0.850 -1.108 -4.019
C 1.803 -0.097 -3.272
H 0.544 1.553 -5.127
H -1.430 0.547 -5.798
H -0.566 2.829 -4.737
H 2.469 0.375 -4.030
H 1.588 1.195 -1.440
H -0.012 2.836 -2.433
H 2.475 -0.697 -2.627
H 1.306 -2.106 -3.951
H -0.734 -2.140 -2.867
H 0.888 -0.903 -5.110
H -2.432 1.390 -4.682
H -2.637 -0.840 -3.797
P 2.037 2.888 1.277
C 1.846 3.760 2.912
H 2.624 4.519 3.120
H 1.848 3.022 3.729
H 0.867 4.254 2.893
C 3.581 1.915 1.519
H 4.495 2.506 1.363
H 3.535 1.126 0.757
H 3.581 1.434 2.516
C 2.701 4.215 0.191
H 2.859 3.745 -0.786
H 3.644 4.675 0.521
H 1.941 4.992 0.064
P 1.376 -3.396 -0.062
C 0.417 -4.926 -0.062
H 1.087 -5.784 -0.163
H -0.270 -4.902 -0.915
H -0.150 -5.007 0.868
C 2.933 -3.789 -0.927
H 2.772 -3.681 -2.016
H 3.233 -4.825 -0.708
H 3.720 -3.093 -0.594
C 1.847 -3.202 1.678
H 2.886 -3.511 1.820
H 1.159 -3.828 2.275
H 1.725 -2.145 1.962
O 2.827 1.023 4.193
C 2.014 0.122 4.447
C 1.910 -0.475 5.861
C 0.836 -1.518 5.710
C 0.350 -1.342 4.271
O -0.625 -1.962 3.836
N 1.131 -0.454 3.583
H 2.868 -0.910 6.171
H 1.614 0.295 6.584
H 1.247 -2.529 5.832
H 0.001 -1.385 6.410

Atomic partial charges in e from the Mulliken method, atoms 1 to 8: 0.193 -0.322 1.175 0.784 0.405 -0.002 -0.878 0.316

# 2
Formula: C28H50BBaGeN4O2SSi3
Source: the Open Molecules 2025 dataset
Level of theory: ωB97M-V with the def2-TZVPD basis set

Spin multiplicity: 2
Expectation value of S²: 0.754
Electronic energy (eV): -132261.3945
Kohn-Sham gap (alpha / beta) (eV): 6.1 / 4.6

Element x y z (Å)
Ba -0.800 0.888 -0.341
N -5.235 0.571 -1.367
C -4.105 1.286 -1.193
S -3.682 1.733 0.415
N -3.466 1.535 -2.346
N -2.321 2.223 -2.184
C -1.686 2.633 -3.228
C -2.201 2.494 -4.617
C -3.420 3.068 -4.971
C -3.901 2.942 -6.264
C -3.177 2.232 -7.214
C -1.967 1.652 -6.866
C -1.480 1.787 -5.573
C -0.381 3.301 -2.987
C 0.228 4.044 -3.998
C 1.432 4.674 -3.744
C 2.016 4.540 -2.495
C 1.359 3.765 -1.556
N 0.196 3.156 -1.781
H -5.815 0.365 -0.575
H -5.529 0.347 -2.302
H -3.989 3.604 -4.223
H -4.848 3.394 -6.531
H -3.558 2.131 -8.222
H -1.400 1.094 -7.600
H -0.531 1.337 -5.304
H -0.253 4.134 -4.961
H 1.909 5.266 -4.515
H 2.955 5.016 -2.249
H 1.791 3.623 -0.571
C 0.149 1.088 5.305
Si -1.340 0.234 4.519
C -2.651 1.564 4.261
C -2.027 -0.944 5.820
Ge -0.769 -0.736 2.431
Si 1.047 -2.146 3.052
C 1.390 -3.502 1.782
C 0.905 -3.030 4.713
C 2.633 -1.118 3.168
Si -2.527 -2.307 2.096
C -4.214 -1.551 2.450
C -2.443 -3.894 3.107
C -2.533 -2.798 0.266
H -0.182 1.652 6.183
H 0.628 1.788 4.616
H 0.905 0.372 5.635
H -2.971 1.986 5.218
H -3.532 1.168 3.751
H -2.259 2.380 3.647
H -2.218 -0.389 6.744
H -1.343 -1.762 6.051
H -2.973 -1.380 5.493
H 0.597 -4.252 1.770
H 2.326 -4.012 2.030
H 1.485 -3.091 0.775
H 0.008 -3.649 4.777
H 0.885 -2.322 5.544
H 1.775 -3.680 4.847
H 2.827 -0.622 2.214
H 3.494 -1.748 3.414
H 2.544 -0.346 3.936
H -4.319 -1.319 3.512
H -5.018 -2.242 2.178
H -4.346 -0.621 1.892
H -2.483 -3.666 4.174
H -1.537 -4.472 2.923
H -3.304 -4.527 2.865
H -2.778 -1.930 -0.359
H -3.286 -3.563 0.054
H -1.560 -3.188 -0.047
C 4.635 0.788 -0.180
C 4.161 0.032 -1.409
C 5.012 0.364 -2.614
O 2.780 0.508 -1.678
B 1.986 -0.408 -1.083
O 2.561 -1.531 -0.635
C 3.942 -1.494 -1.155
C 4.853 -2.101 -0.111
C 3.940 -2.324 -2.428
H 4.571 1.858 -0.380
H 5.672 0.542 0.052
H 4.023 0.558 0.693
H 5.090 1.446 -2.717
H 4.589 -0.040 -3.530
H 6.018 -0.039 -2.483
H 4.733 -1.620 0.856
H 5.896 -2.019 -0.426
H 4.612 -3.157 0.004
H 3.279 -1.895 -3.183
H 3.584 -3.325 -2.190
H 4.944 -2.403 -2.846

Atomic partial charges in e from the Mulliken method, atoms 1 to 8: 1.252 -0.398 0.228 -0.321 -0.970 0.246 0.386 0.149

# 3
Formula: C28H50BClN3O2S
Source: the Open Molecules 2025 dataset
Level of theory: ωB97M-V with the def2-TZVPD basis set

Electronic energy (eV): -62423.4826
Charge: +1
Kohn-Sham gap (eV): 6.6

Element x y z (Å)
C 0.954 3.367 2.629
C 2.251 2.468 3.109
C 2.188 0.896 2.563
C 2.212 0.897 0.902
C 1.603 -0.524 0.351
C -0.039 -0.553 0.557
C -0.518 -1.701 1.656
C -1.720 -2.649 1.069
C -3.156 -2.385 1.862
C -4.220 -1.586 0.904
C -5.587 -1.078 1.654
C -6.377 0.310 1.157
C -5.883 1.265 -0.083
Cl -5.533 0.298 -1.670
C -6.963 2.433 -0.519
C -6.631 3.921 0.128
C -7.754 0.712 2.015
C -8.353 -0.206 3.259
B -9.744 0.223 4.093
O -9.588 0.371 5.584
O -11.039 0.398 3.407
C -7.634 -1.600 3.754
N -8.007 -2.589 4.837
S -6.807 -3.899 4.818
N -5.800 -3.254 3.541
C -6.252 -1.939 2.893
H 1.058 3.786 1.521
H -0.036 2.730 2.729
H 0.836 4.299 3.326
H 3.218 2.955 2.663
H 2.324 2.438 4.289
H 3.200 0.353 2.884
H 1.251 0.320 2.977
H 1.570 1.761 0.427
H 3.329 0.993 0.562
H 1.815 -0.575 -0.809
H 2.151 -1.451 0.834
H -0.486 -0.876 -0.493
H -0.462 0.503 0.881
H 0.458 -2.327 1.915
H -0.835 -1.165 2.650
H -1.931 -2.494 -0.086
H -1.361 -3.776 1.194
H -3.598 -3.470 2.081
H -2.927 -1.874 2.889
H -3.685 -0.658 0.402
H -4.569 -2.273 0.000
H -4.908 1.838 0.297
H -6.836 2.571 -1.698
H -8.097 2.107 -0.377
H -6.875 3.999 1.269
H -7.244 4.731 -0.499
H -5.490 4.169 -0.069
H -8.402 1.679 1.750
H -9.035 -0.400 5.916
H -10.868 0.939 2.580
C 3.346 -0.184 -1.240
C 4.799 -0.554 -0.956
C 5.812 0.249 -1.776
N 6.204 -0.353 -3.160
C 7.259 -1.454 -2.955
C 7.850 -1.931 -4.279
C 8.419 -0.786 -5.108
C 7.414 0.341 -5.292
C 6.831 0.807 -3.966
C 4.982 -0.896 -3.894
H 2.973 -0.633 -2.165
H 2.699 -0.541 -0.432
H 3.218 0.903 -1.313
H 4.948 -1.635 -1.050
H 4.979 -0.314 0.099
H 6.747 0.347 -1.215
H 5.434 1.264 -1.960
H 8.049 -1.034 -2.322
H 6.779 -2.279 -2.420
H 8.650 -2.652 -4.074
H 7.098 -2.472 -4.862
H 8.737 -1.159 -6.088
H 9.315 -0.392 -4.613
H 6.618 0.024 -5.975
H 7.906 1.189 -5.782
H 6.048 1.555 -4.128
H 7.616 1.244 -3.337
H 4.247 -0.093 -3.976
H 4.590 -1.754 -3.340
H 5.263 -1.233 -4.893

Atomic partial charges in e from the Mulliken method, atoms 1 to 8: -0.801 -0.505 -0.365 -0.520 0.233 -0.509 -0.448 -0.565

# 4
Formula: C28H50BN3O2PReS2
Source: the Open Molecules 2025 dataset
Level of theory: ωB97M-V with the def2-TZVPD basis set

Spin multiplicity: 2
Expectation value of S²: 0.756
Electronic energy (eV): -72153.9202
Charge: +3
Kohn-Sham gap (alpha / beta) (eV): 6.3 / 6.3

Element x y z (Å)
Re 1.267 -1.236 0.321
N 3.631 1.981 1.857
C 3.085 0.837 2.212
S 3.252 -0.564 1.093
N 2.500 0.647 3.369
C 2.398 1.631 4.428
C 1.142 1.896 4.953
C 1.035 2.813 5.988
C 2.169 3.447 6.479
C 3.421 3.155 5.953
C 3.547 2.233 4.925
H 4.123 2.068 0.981
H 3.664 2.759 2.507
H 2.120 -0.273 3.557
H 0.267 1.374 4.583
H 0.065 3.023 6.419
H 2.079 4.159 7.288
H 4.305 3.627 6.360
H 4.529 1.958 4.558
C 3.145 -4.572 -1.798
S 3.241 -3.739 -0.232
C 3.143 -5.109 0.895
O 1.786 -3.102 -0.107
H 2.261 -5.208 -1.815
H 4.056 -5.165 -1.899
H 3.116 -3.816 -2.579
H 4.057 -5.692 0.766
H 2.261 -5.705 0.666
H 3.107 -4.710 1.907
B -0.880 -1.525 4.316
C -0.209 -1.706 2.975
N 0.320 -1.751 1.922
H -1.584 -0.553 4.146
H -1.475 -2.535 4.579
H 0.047 -1.320 5.076
O 0.681 -0.757 -1.399
P -0.709 -0.019 -1.834
C -1.977 -1.171 -1.249
C -1.663 -2.608 -1.783
C -2.693 -3.067 -2.814
C -4.098 -3.125 -2.207
C -4.336 -1.974 -1.216
C -3.443 -0.775 -1.535
C -0.691 0.104 -3.631
C -1.700 1.149 -4.177
C -1.175 2.584 -4.193
C 0.205 2.686 -4.837
C 1.204 1.740 -4.179
C 0.711 0.297 -4.240
C -0.606 1.543 -0.907
C 0.313 1.389 0.324
C -0.035 2.416 1.403
C -1.458 2.223 1.940
C -2.419 1.709 0.856
C -1.974 2.161 -0.533
H -1.845 -1.164 -0.156
H -1.684 -3.293 -0.931
H -0.655 -2.676 -2.201
H -2.405 -4.043 -3.202
H -2.681 -2.389 -3.673
H -4.243 -4.080 -1.701
H -4.835 -3.089 -3.010
H -4.131 -2.298 -0.191
H -5.379 -1.664 -1.232
H -3.732 0.082 -0.931
H -3.572 -0.496 -2.583
H -1.054 -0.894 -3.908
H -2.658 1.096 -3.654
H -1.907 0.838 -5.204
H -1.146 3.002 -3.181
H -1.890 3.200 -4.738
H 0.564 3.714 -4.791
H 0.127 2.433 -5.898
H 1.385 2.042 -3.138
H 2.171 1.804 -4.679
H 1.427 -0.393 -3.790
H 0.620 0.004 -5.289
H -0.091 2.214 -1.596
H 1.354 1.489 0.021
H 0.125 0.386 0.835
H 0.075 3.399 0.938
H 0.690 2.382 2.217
H -1.811 3.174 2.337
H -1.449 1.522 2.778
H -3.430 2.062 1.054
H -2.474 0.617 0.895
H -1.866 3.247 -0.546
H -2.723 1.936 -1.293

Atomic partial charges in e from the Mulliken method, atoms 1 to 8: 2.101 -0.172 0.269 -0.493 0.161 0.056 0.061 -0.865